Entry 1:
DFT (wB97M-V/def2-TZVPD) results for a cluster of 2 separate species, C15H14ClFN2O5P in total.

Atoms and positions in Å:
O: -0.35 -2.35 2.52
P: 0.26 -2.77 0.97
Cl: -0.59 -1.52 -0.50
C: 2.12 -2.40 1.06
N: 2.80 -3.05 0.11
C: 4.28 -2.85 0.16
C: 4.38 -1.58 1.14
C: 3.02 -1.53 2.06
F: 3.48 -2.16 3.27
C: 2.79 0.07 2.12
C: 1.35 0.57 1.90
C: 1.12 2.13 1.98
C: 2.38 3.00 2.29
C: 3.72 2.25 2.50
N: 3.95 0.85 2.41
H: 0.42 -1.92 2.99
H: 2.42 -3.67 -0.63
H: 4.90 -2.86 -0.80
H: 4.68 -3.72 0.82
H: 5.37 -1.36 1.66
H: 4.17 -0.72 0.40
H: 0.43 -0.06 1.69
H: 0.11 2.63 1.85
H: 2.34 4.15 2.41
H: 4.63 2.90 2.77
C: -3.67 0.43 -1.80
C: -3.61 1.76 -1.82
C: -4.53 2.57 -2.66
O: -4.46 3.79 -2.63
C: -5.50 1.86 -3.50
C: -5.55 0.52 -3.49
C: -4.65 -0.29 -2.63
O: -4.74 -1.50 -2.63
O: -6.44 -0.15 -4.27
O: -2.70 2.44 -1.06
H: -3.00 -0.17 -1.19
H: -6.15 2.46 -4.13
H: -6.29 -1.10 -4.09
H: -2.86 3.38 -1.24

2S+1 ... 1
LUMO ... -5.88 eV
M ... 387.71 g mol⁻¹
Total charge ... +1
Energy ... -1966.688757 Eh
Gap between HOMO and LUMO ... 5.70 eV



Entry 2:
DFT (wB97M-V/def2-TZVPD) results for a structure of composition C15H14F3IN5S2Ti.

Atoms and positions in Å:
Ti: 0.31 -0.03 -0.40
F: -1.63 -4.57 -3.13
C: -2.34 -4.07 -2.11
F: -3.07 -3.05 -2.57
F: -3.18 -5.02 -1.68
C: -1.40 -3.66 -0.99
C: -0.98 -4.63 -0.10
C: -0.08 -4.31 0.91
C: 0.39 -3.02 0.98
N: 0.00 -2.08 0.11
C: -0.90 -2.37 -0.86
S: -1.22 -0.95 -1.86
H: -1.37 -5.63 -0.19
H: 0.25 -5.05 1.62
H: 1.10 -2.72 1.75
I: -2.26 3.24 4.25
C: -2.01 2.14 2.53
C: -2.94 1.89 1.54
N: -2.36 1.15 0.60
N: -1.08 0.86 0.93
C: -0.86 1.47 2.11
H: -3.97 2.21 1.46
H: -2.77 0.75 -0.23
H: 0.09 1.42 2.60
C: 3.99 1.29 -5.33
C: 3.32 0.74 -4.13
C: 3.36 -0.58 -3.74
C: 2.67 -0.99 -2.60
N: 2.00 -0.10 -1.85
C: 1.95 1.20 -2.23
S: 1.02 2.25 -1.29
N: 2.60 1.59 -3.36
C: 2.63 -2.42 -2.20
H: 4.61 0.54 -5.81
H: 4.62 2.14 -5.06
H: 3.25 1.65 -6.04
H: 3.92 -1.29 -4.32
H: 2.52 2.57 -3.62
H: 1.87 -2.94 -2.79
H: 2.38 -2.52 -1.14
H: 3.58 -2.91 -2.40

2S+1 ... 2
LUMO (spin up / spin down) ... -7.20 / -7.06 eV
M ... 560.21 g mol⁻¹
Total charge ... +2
Relative energy (zero: lowest compared OMol25 entry of this formula, charge and spin) ... 0.0 kJ/mol
Energy ... -3096.511401 Eh
Gap between HOMO and LUMO (spin up / spin down) ... 6.95 / 7.09 eV
⟨S²⟩ ... 0.755



Entry 3:
DFT (wB97M-V/def2-TZVPD) results for a structure of composition C15H14N2O4Pt.

Atoms and positions in Å:
C: -2.25 0.85 0.52
C: -1.89 1.09 -0.93
C: -3.02 1.35 -1.89
N: -0.70 1.12 -1.42
C: 0.35 0.65 -0.74
C: 0.59 -0.72 -0.52
C: -0.26 -1.75 -0.95
C: -0.51 -2.90 -0.12
C: -1.35 -3.80 -0.69
C: -1.91 -3.55 -1.95
N: -1.72 -2.51 -2.78
C: -0.88 -1.67 -2.24
C: 1.84 -1.08 0.28
O: 2.23 -2.23 0.31
C: 2.56 -0.03 1.05
C: 2.37 1.26 0.82
C: 3.18 2.24 1.66
O: 2.84 2.16 3.03
O: 1.99 3.28 3.29
C: 1.38 1.67 -0.24
O: 1.36 2.79 -0.68
H: -3.33 0.90 0.64
H: -1.74 1.52 1.21
H: -1.99 -0.19 0.76
H: -4.00 1.10 -1.48
H: -2.90 0.77 -2.81
H: -3.03 2.40 -2.20
H: -0.02 -3.00 0.84
H: -1.59 -4.72 -0.16
H: -2.60 -4.31 -2.33
H: -0.63 -0.80 -2.85
H: 3.29 -0.25 1.88
H: 4.23 1.91 1.61
H: 3.18 3.26 1.26
H: 1.58 3.10 4.15
Pt: 3.35 0.09 3.67

2S+1 ... 1
LUMO ... -11.69 eV
M ... 481.37 g mol⁻¹
Total charge ... +2
Relative energy (zero: lowest compared OMol25 entry of this formula, charge and spin) ... 0.0 kJ/mol
Energy ... -1108.753008 Eh
Gap between HOMO and LUMO ... 2.87 eV



Entry 4:
DFT (wB97M-V/def2-TZVPD) results for the molecule C15H14N4O4S.

Atoms and positions in Å:
C: 6.65 0.20 0.24
O: 5.29 0.60 0.24
C: 4.42 -0.28 -0.28
O: 4.76 -1.35 -0.73
C: 3.02 0.20 -0.25
C: 2.05 -0.53 -0.93
C: 0.73 -0.13 -0.91
C: 0.37 1.01 -0.20
N: -0.99 1.38 -0.13
C: -1.62 1.73 1.07
O: -1.05 1.89 2.11
C: -3.09 1.93 0.77
C: -3.27 1.39 -0.63
S: -3.98 -0.32 -0.70
C: -2.72 -1.19 0.13
N: -2.15 -0.75 1.23
N: -1.21 -1.68 1.49
C: -1.27 -2.65 0.55
C: -0.37 -3.82 0.51
N: -2.21 -2.35 -0.32
C: -1.87 1.27 -1.20
O: -1.55 1.09 -2.34
C: 1.33 1.76 0.47
C: 2.65 1.35 0.44
H: 6.98 -0.03 -0.77
H: 6.78 -0.69 0.87
H: 7.21 1.04 0.65
H: 2.36 -1.41 -1.47
H: -0.01 -0.70 -1.45
H: -3.31 3.00 0.83
H: -3.69 1.42 1.52
H: -3.93 1.97 -1.28
H: -0.60 -1.57 2.29
H: -0.64 -4.44 -0.33
H: 0.67 -3.49 0.40
H: -0.45 -4.39 1.43
H: 1.04 2.64 1.01
H: 3.41 1.92 0.96

2S+1 ... 1
LUMO ... 0.22 eV
M ... 346.37 g mol⁻¹
Structure (SMILES) ... COC(=O)c1ccc(N2C(=O)C[C@H](Sc3n[nH]c(C)n3)C2=O)cc1
Total charge ... 0
Relative energy (zero: lowest compared OMol25 entry of this formula, charge and spin) ... 0.0 kJ/mol
Energy ... -1498.241778 Eh
Gap between HOMO and LUMO ... 9.22 eV



Entry 5:
DFT (wB97M-V/def2-TZVPD) results for a structure of composition C15H14O3ReS5Sb.

Atoms and positions in Å:
Re: 0.14 -0.18 1.31
S: 3.21 0.99 5.45
Sb: 1.73 0.94 3.87
S: -1.27 1.24 2.20
S: 2.05 1.03 1.49
S: -0.54 1.59 4.13
C: 0.61 -3.86 3.54
S: 1.10 -2.38 2.78
O: 0.85 -1.20 3.70
O: 2.43 -2.44 2.26
O: 0.06 -2.15 1.65
H: 1.09 -4.67 2.99
H: -0.48 -3.94 3.50
H: 0.97 -3.84 4.57
C: -2.53 4.38 -1.11
C: -3.50 3.42 -0.83
C: -3.12 2.11 -0.65
C: -1.76 1.75 -0.75
C: -0.79 2.74 -1.03
C: -1.18 4.04 -1.22
C: -1.40 0.38 -0.62
C: -0.09 -0.15 -0.61
C: 0.66 -0.80 -1.63
C: 0.12 -0.85 -2.93
C: 0.80 -1.51 -3.94
C: 2.02 -2.12 -3.66
C: 2.57 -2.06 -2.38
C: 1.90 -1.41 -1.37
H: -2.83 5.41 -1.26
H: -4.54 3.71 -0.76
H: -3.86 1.35 -0.45
H: 0.25 2.46 -1.12
H: -0.45 4.81 -1.45
H: -2.20 -0.35 -0.60
H: -0.83 -0.37 -3.14
H: 0.38 -1.55 -4.94
H: 2.55 -2.63 -4.45
H: 3.52 -2.53 -2.18
H: 2.34 -1.36 -0.38

2S+1 ... 1
LUMO ... -8.31 eV
M ... 710.58 g mol⁻¹
Total charge ... +2
Relative energy (zero: lowest compared OMol25 entry of this formula, charge and spin) ... 0.0 kJ/mol
Energy ... -3114.566341 Eh
Gap between HOMO and LUMO ... 6.68 eV



Entry 6:
DFT (wB97M-V/def2-TZVPD) results for a cluster of 2 separate species, C15H15BF4NO7 in total.

Atoms and positions in Å:
C: 3.86 0.26 0.43
C: 3.03 1.21 -0.38
C: 3.36 2.56 -0.48
C: 2.55 3.42 -1.21
C: 1.41 2.95 -1.83
C: 1.06 1.60 -1.75
C: -0.19 1.17 -2.48
C: -1.01 -0.01 -1.97
N: -2.04 -0.30 -2.97
O: -0.25 -1.19 -1.84
C: -0.27 -1.67 -0.56
O: 0.27 -2.66 -0.22
O: -0.93 -0.79 0.24
C: -1.61 0.16 -0.51
F: -2.94 -0.19 -0.52
C: -1.51 1.51 0.18
C: -2.44 2.58 -0.36
F: -1.82 1.30 1.52
C: 1.89 0.75 -1.03
H: 3.53 0.29 1.47
H: 4.92 0.51 0.39
H: 3.71 -0.76 0.09
H: 4.25 2.93 0.01
H: 2.82 4.46 -1.28
H: 0.80 3.65 -2.38
H: -0.88 2.01 -2.50
H: 0.02 0.94 -3.53
H: -2.83 0.32 -2.86
H: -2.36 -1.25 -2.82
H: -0.48 1.87 0.16
H: -2.62 3.29 0.44
H: -3.39 2.16 -0.69
H: -1.99 3.12 -1.19
H: 1.68 -0.30 -0.97
B: -1.30 -4.34 2.35
O: -0.05 -3.69 2.89
C: -0.19 -3.46 4.17
O: 0.63 -2.96 4.90
C: -1.58 -3.96 4.61
O: -2.03 -3.91 5.73
O: -2.19 -4.45 3.55
F: -1.01 -5.60 1.84
F: -1.90 -3.54 1.39

2S+1 ... 1
LUMO ... 2.19 eV
M ... 408.09 g mol⁻¹
Total charge ... -1
Energy ... -1586.715053 Eh
Gap between HOMO and LUMO ... 8.18 eV